22
Properties=species:S:1:pos:R:3:forces:R:3 method="wB97M-V/def2-TZVPD" total_charge=-1 smiles="Cc1oc([O-])nc(=O)c1C(C)C" homo_lumo_gap_ev=8.25 homo_ev=-4.81 de_lowest_ev=0.283
C 0.35150 0.09827 0.00983 1.5 -0.8 1.1
C 0.36690 1.13324 -0.84092 1.6 -1.4 -0.7
C 1.88702 -0.79636 0.25014 -2.2 1.5 -0.4
C 2.71698 0.65123 -1.38794 1.8 0.0 -0.3
C -0.73065 1.91105 -1.51674 -0.7 0.1 3.3
C -1.51919 -1.50669 0.14301 -1.6 -2.8 -1.0
C -0.59649 -0.60762 2.27998 -3.5 -0.5 1.1
C -0.89509 -0.32071 0.83180 0.1 1.3 -1.9
N 2.86498 -0.43152 -0.56759 -0.7 0.8 -0.4
O 1.94752 -1.66101 1.10955 -0.6 0.2 -0.2
O 3.63477 1.07758 -2.08635 -0.4 -0.4 0.3
O 1.59122 1.43139 -1.50566 -1.8 -0.1 0.7
H -0.31001 2.73922 -2.03814 0.1 1.3 0.4
H -1.61799 2.06466 -0.78623 1.6 0.4 -1.2
H -1.13611 1.36658 -2.29019 -0.9 -1.8 -1.7
H -2.00028 -1.46456 -0.87555 0.7 1.1 0.7
H -2.37910 -2.11751 0.66321 1.8 1.2 -0.1
H -0.66751 -2.18170 -0.06778 -0.5 -0.2 0.4
H -0.33806 -1.67327 2.49744 0.2 1.1 -0.2
H -1.70061 -0.41587 2.77831 2.8 -0.5 -0.5
H 0.10646 0.13388 2.60549 0.4 0.0 0.7
H -1.57626 0.56973 0.79432 0.4 -0.7 0.1


10
Properties=species:S:1:pos:R:3:forces:R:3 method="wB97M-V/def2-TZVPD" homo_lumo_gap_ev="6.55 / 6.55" homo_ev="-8.42 / -8.42" de_lowest_ev=4.877
C -0.01858 -2.03582 -0.69350 -0.7 1.5 4.6
C 0.06581 -1.78823 -2.11044 0.3 0.0 -4.2
N 0.27184 -0.84620 0.01356 -1.8 -2.7 -4.8
N 0.44705 0.30408 -0.67753 1.3 2.0 -1.5
O -0.38920 -3.03710 -0.12584 0.3 -0.5 -0.8
O -0.10949 -2.51830 -3.04162 0.1 0.6 1.3
O -0.82847 0.77312 -2.56184 -0.3 1.2 -0.2
S 0.56403 0.06198 -2.40667 0.4 -1.7 2.3
H 0.65464 -0.96887 0.86868 1.6 -0.1 3.3
H -0.71576 1.14273 -1.58869 -1.2 -0.3 -0.2


14
Properties=species:S:1:pos:R:3:forces:R:3 method="wB97M-V/def2-TZVPD" homo_lumo_gap_ev="7.81 / 7.81" homo_ev="-7.17 / -7.17" de_lowest_ev=3.196
C 0.21998 0.78667 -0.84341 -0.4 0.6 -1.7
C -0.87591 1.59358 -0.85931 1.1 -1.8 2.0
C 0.35313 -0.12230 0.25147 1.5 -0.1 1.4
C -2.75400 -0.97077 0.07480 -0.3 -1.7 -1.9
C 1.51144 -0.79112 0.50257 -0.4 -1.2 0.2
N -0.80137 -0.08559 1.06320 0.4 0.3 2.3
O -2.32862 -1.30813 -0.93771 -0.7 0.4 1.3
O 2.62709 -0.60905 -0.40823 -0.9 -1.0 2.3
S -1.73942 1.25528 0.61819 -1.0 1.6 0.2
H 1.00068 0.57930 -1.55744 -0.2 0.9 -0.7
H -1.40761 2.30625 -1.45241 0.6 0.2 -0.8
H -0.72499 -0.02419 2.12159 0.5 -0.5 -2.0
H 1.54788 -1.65945 1.29664 0.2 2.0 -1.7
H 3.37172 -0.95049 0.13006 -0.4 0.4 -0.8


19
Properties=species:S:1:pos:R:3:forces:R:3 method="wB97M-V/def2-TZVPD" smiles=CSSC.O.O.O homo_lumo_gap_ev=7.98 homo_ev=-7.71 de_lowest_ev=1.233
C 3.98862 -1.70747 1.06277 1.4 -0.6 -1.1
S 2.81634 -0.39573 1.04796 -0.7 0.9 0.1
S 1.89179 -0.97610 2.82315 -0.6 0.0 0.9
C 0.40768 0.12036 2.98487 -0.2 -1.3 0.5
H 3.52748 -2.66070 0.77853 0.2 0.1 0.4
H 4.60999 -1.77152 1.95692 -0.5 -0.1 0.3
H 4.74383 -1.45391 0.28108 -0.7 -0.1 0.3
H -0.35037 -0.23322 2.31066 -0.2 0.1 -0.6
H 0.68703 1.12955 2.73290 -0.1 0.4 0.4
H -0.09191 -0.04972 3.99655 1.3 0.5 -1.0
H -1.75959 -1.27280 -3.91376 0.2 0.2 -0.1
H -0.80478 -0.16151 -4.43800 0.1 -0.2 0.1
O -1.71452 -0.35257 -4.19800 -0.3 0.1 0.1
H -3.46261 1.50871 -4.00800 -0.2 0.0 -0.4
H -3.93100 1.56019 -2.62771 -0.4 0.2 0.1
O -4.22949 1.82332 -3.50726 0.7 -0.3 0.2
H -2.29246 2.17253 1.39933 0.5 0.3 0.2
H -2.35341 1.09195 0.43618 0.5 -0.3 -0.3
O -1.68261 1.62865 0.88182 -1.0 0.0 0.0


9
Properties=species:S:1:pos:R:3:forces:R:3 method="wB97M-V/def2-TZVPD" total_charge=-2 smiles="C=C([O-])[P@@](=O)([O-])Cl" homo_lumo_gap_ev=5.81 homo_ev=0.67 de_lowest_ev=0.451
C 1.56525 0.17962 -0.08610 1.8 0.2 -0.2
C 0.45884 -0.58677 0.03506 -1.5 -2.1 0.9
O 0.28240 -1.88241 0.13208 1.0 1.0 -0.5
O -1.88145 -0.35160 -1.26397 -0.6 -0.2 -1.2
O -2.10005 -0.31868 1.27728 -0.2 -0.1 1.1
P -1.30798 -0.07053 0.06028 0.8 0.2 -0.3
Cl -1.06253 2.11381 0.04009 -0.1 1.0 0.1
H 1.46398 1.27396 0.10690 0.4 -1.1 -0.6
H 2.58155 -0.35741 -0.30162 -1.7 1.2 0.6


162
Properties=species:S:1:pos:R:3:forces:R:3 method="wB97M-V/def2-TZVPD" smiles="CCOP(=O)(OCC)OCC.CCOP(=O)(OCC)OCC.CCOP(=O)(OCC)OCC.CCOP(=O)(OCC)OCC.CCOP(=O)(OCC)OCC.CN(C)C=O.CN(C)C=O.ClCCCl" homo_lumo_gap_ev=9.42 homo_ev=-9.28
C 3.32854 -11.81558 14.96847 -0.3 0.1 -0.3
O 4.53279 -11.92414 14.98395 0.3 -0.1 0.1
N 2.63037 -11.06918 14.08334 -0.2 0.2 0.0
C 1.17812 -10.97585 14.18788 0.1 -0.2 0.2
C 3.29528 -10.23390 13.10220 -0.5 0.8 0.0
H 2.66221 -12.34362 15.67617 0.1 0.0 0.1
H 0.68906 -11.90629 13.88695 0.0 0.0 0.0
H 0.80312 -10.18226 13.54761 0.1 0.1 -0.1
H 0.89073 -10.73280 15.21258 -0.1 -0.1 0.0
H 3.01844 -10.52719 12.09264 0.3 -0.2 -0.2
H 2.93718 -9.20025 13.19911 0.0 -0.1 0.1
H 4.36698 -10.19094 13.25133 0.1 -0.5 0.0
C 12.83984 -13.79015 13.83125 -0.4 -1.1 -0.3
O 12.91318 -14.90131 14.34029 0.2 0.9 0.0
N 13.12834 -13.53780 12.52506 -0.2 0.6 0.8
C 12.75376 -12.28844 11.90417 -0.6 0.0 -0.1
C 13.62230 -14.55959 11.66214 -0.1 -1.2 -0.3
H 12.44334 -12.91270 14.36653 0.2 0.0 0.0
H 11.94444 -12.46438 11.18371 0.3 -0.1 -0.3
H 13.60704 -11.82320 11.41421 0.0 0.1 0.0
H 12.28796 -11.60656 12.61479 0.4 0.0 0.3
H 12.91317 -14.73976 10.84594 0.3 0.4 -0.3
H 14.63132 -14.35211 11.30583 -0.1 0.2 -0.3
H 13.66839 -15.52874 12.15959 0.0 0.3 0.5
Cl 11.27810 -20.40446 10.35976 0.2 0.0 0.1
C 11.57422 -18.78280 9.69980 -0.5 0.1 -1.0
C 10.54061 -17.80078 10.19913 0.4 0.6 0.0
Cl 8.91120 -18.21117 9.61509 -0.2 -0.1 0.2
H 11.44708 -18.82857 8.61541 0.1 -0.3 0.1
H 12.60819 -18.49378 9.86058 0.0 0.1 0.5
H 10.71050 -16.80428 9.79202 0.3 -0.1 0.0
H 10.56332 -17.71032 11.27878 -0.3 -0.2 0.2
C 2.52280 -21.65640 7.06731 -0.4 -0.3 0.1
C 2.17588 -20.42775 7.86639 1.0 0.8 -0.4
O 3.30580 -20.15512 8.74265 0.2 -0.6 -0.2
P 3.65326 -18.65651 9.09477 -1.0 -0.4 -0.2
O 2.44803 -17.89415 9.40158 0.0 0.7 0.1
O 4.47251 -18.19676 7.82185 0.3 0.3 0.1
C 5.15954 -16.92684 7.77848 0.0 -0.2 0.6
C 6.22490 -17.02503 6.72831 0.5 -0.2 -0.4
O 4.72232 -18.81098 10.22948 0.3 0.1 0.0
C 4.42115 -19.58696 11.40856 0.2 0.1 0.8
C 5.49732 -20.65496 11.51747 -0.8 -0.2 -0.7
H 3.34346 -21.46894 6.37766 0.2 0.1 0.2
H 2.78312 -22.45827 7.75883 0.0 -0.2 -0.2
H 1.68608 -21.96390 6.43668 -0.1 -0.1 0.2
H 2.11230 -19.58200 7.17554 -0.4 0.0 0.1
H 1.29285 -20.46703 8.49641 -0.2 -0.2 -0.2
H 4.44980 -16.10877 7.63351 -0.1 -0.2 -0.3
H 5.61829 -16.74443 8.75740 0.1 -0.1 0.0
H 6.83085 -16.11829 6.71482 0.0 0.0 -0.1
H 6.89244 -17.86690 6.92545 0.0 0.1 0.3
H 5.85271 -17.21899 5.72118 -0.3 0.3 0.1
H 4.41278 -18.91139 12.26672 0.1 0.1 -0.2
H 3.42512 -20.02651 11.34900 0.0 0.0 -0.2
H 5.30363 -21.30677 10.66025 0.5 -0.1 0.0
H 6.48781 -20.21697 11.42744 0.1 0.0 0.1
H 5.39612 -21.28032 12.40411 0.0 0.2 0.2
C 0.47229 -11.53518 4.87985 0.2 -0.4 0.8
C 1.83651 -11.91706 5.39067 0.3 -0.4 -0.1
O 2.33850 -10.95307 6.33017 0.0 0.3 -0.5
P 2.81388 -11.38548 7.75087 0.2 -0.2 0.3
O 3.18720 -10.30121 8.64395 0.0 0.6 0.4
O 1.64368 -12.30408 8.29246 0.1 -0.3 0.5
C 1.08284 -12.18214 9.62634 -1.4 0.2 -0.8
C 0.92009 -13.54137 10.24618 1.1 -0.5 0.2
O 3.99858 -12.39249 7.43172 0.1 -0.4 0.0
C 4.51676 -13.16352 8.53384 -0.1 0.0 0.6
C 6.01096 -13.33848 8.41000 0.4 -0.5 0.2
H -0.19543 -11.38058 5.72839 -0.1 0.0 0.0
H 0.48737 -10.62276 4.29438 0.0 -0.1 -0.3
H 0.14451 -12.43229 4.35331 -0.4 0.4 -0.4
H 1.81492 -12.89887 5.86809 -0.2 0.0 0.1
H 2.54319 -12.02366 4.56536 0.1 0.3 0.1
H 1.59054 -11.41456 10.20556 0.4 -0.2 0.0
H 0.06635 -11.81619 9.43295 0.1 0.2 0.2
H 0.45418 -14.22894 9.54196 -0.3 0.1 0.1
H 1.87620 -14.02136 10.48674 0.0 0.2 0.0
H 0.37272 -13.48603 11.18622 -0.2 0.0 -0.1
H 4.31699 -12.69046 9.50393 -0.2 0.4 -0.3
H 3.96951 -14.10981 8.57825 0.2 0.0 -0.2
H 6.28159 -14.24714 7.87270 0.0 0.2 -0.4
H 6.51382 -12.47402 7.98389 -0.2 0.1 -0.2
H 6.46058 -13.47275 9.39442 -0.2 0.0 0.2
C 4.84331 -19.19601 15.50132 -0.1 -1.4 -0.3
C 6.12049 -18.88580 14.76297 0.0 1.2 0.9
O 5.99037 -17.62390 14.06627 0.0 -0.4 -0.5
P 6.37212 -16.25614 14.75836 0.3 0.8 -0.2
O 5.50962 -15.80910 15.84429 -0.3 -0.3 0.4
O 7.89226 -16.42220 15.15627 -0.4 0.1 0.5
C 8.84083 -16.69380 14.12948 0.6 -0.3 -0.4
C 9.77395 -15.52630 14.00056 0.8 0.9 -0.8
O 6.48374 -15.23818 13.55878 -0.5 -0.5 -0.2
C 5.27074 -14.73985 12.89392 1.1 -0.5 -0.2
C 4.50113 -15.80184 12.12457 -0.2 0.8 0.0
H 3.95855 -19.10582 14.86938 0.0 0.3 0.0
H 4.90159 -20.26348 15.76212 -0.1 0.1 0.1
H 4.72139 -18.65196 16.43202 0.0 0.3 -0.1
H 6.90521 -18.75383 15.51541 0.2 -0.3 -0.2
H 6.42919 -19.62033 14.02905 -0.2 -0.1 -0.1
H 9.38545 -17.58776 14.44209 0.0 0.0 0.0
H 8.32954 -16.90394 13.18902 0.0 -0.1 0.0
H 10.70394 -15.69857 13.45050 0.0 -0.9 0.3
H 9.39681 -14.70008 13.38673 -0.7 0.0 0.6
H 10.08320 -15.17484 14.98010 -0.1 0.1 0.0
H 4.67358 -14.22215 13.64172 0.0 0.1 -0.1
H 5.75279 -14.06024 12.19817 -0.5 0.5 -0.1
H 5.05399 -16.20931 11.27916 0.2 -0.1 0.2
H 4.13453 -16.60199 12.76041 -0.1 0.0 -0.1
H 3.65080 -15.25629 11.69923 -0.2 -0.3 0.0
C 2.24706 -16.35547 16.82037 0.7 -1.2 0.5
C 2.03951 -16.02653 15.36622 0.9 0.9 0.8
O 0.76352 -16.47561 14.91689 -0.1 0.1 -0.3
P 0.69702 -17.80184 14.06456 -0.3 -0.2 0.3
O 1.37032 -17.79434 12.77242 0.4 0.1 -0.2
O 1.19935 -18.88549 15.10860 0.0 -0.3 0.1
C 0.84446 -20.26340 14.89204 -0.7 -0.4 -0.5
C 1.49346 -21.13459 15.94009 0.6 0.7 -0.1
O -0.84996 -18.10286 14.00401 -0.1 -0.2 0.0
C -1.71209 -17.33876 13.15398 -0.3 0.9 0.4
C -2.41234 -16.27066 13.98429 -0.4 -0.1 -0.5
H 3.20656 -15.97010 17.17324 -0.2 0.6 -0.1
H 1.40132 -16.03601 17.42499 0.1 0.2 0.1
H 2.39979 -17.42521 17.00953 -0.5 -0.1 -0.3
H 2.07849 -14.93519 15.33913 -0.4 0.0 -0.5
H 2.86828 -16.36078 14.74040 -0.2 -0.3 -0.1
H -0.24535 -20.34722 14.94315 0.1 0.1 0.1
H 1.10353 -20.55622 13.86861 0.3 0.0 0.1
H 1.37647 -22.19560 15.74184 -0.2 0.0 -0.1
H 2.56332 -20.90722 15.92035 0.0 -0.2 0.2
H 1.09201 -20.87853 16.91914 0.1 -0.1 0.1
H -1.14043 -16.84184 12.36946 0.1 -0.3 -0.2
H -2.45032 -18.01303 12.73036 0.2 -0.2 -0.1
H -1.71156 -15.50971 14.31765 0.0 0.0 0.2
H -3.17246 -15.79366 13.35561 0.1 0.1 0.0
H -2.94276 -16.71142 14.82652 0.2 0.0 0.1
C 9.13236 -20.62454 18.65851 -0.2 -0.1 0.6
C 9.66437 -19.28120 18.23009 0.3 -0.5 -0.5
O 8.69238 -18.27985 18.53180 -0.1 0.1 -0.3
P 9.03176 -17.17826 19.62677 -0.4 0.3 0.5
O 9.53382 -17.69231 20.89440 0.4 -0.3 0.0
O 7.66119 -16.40160 19.73381 0.0 0.1 -0.3
C 6.45411 -17.08618 20.06044 -0.6 -0.6 0.6
C 5.57826 -17.20397 18.83754 -0.2 0.4 0.0
O 9.96774 -16.12218 18.94256 0.1 0.0 -0.3
C 9.65021 -15.62619 17.60822 0.3 0.5 0.4
C 10.22907 -14.21401 17.49954 -0.8 -0.7 0.3
H 9.86872 -21.42158 18.56386 0.0 0.0 -0.2
H 8.81612 -20.60930 19.70315 0.1 0.1 0.0
H 8.24514 -20.84626 18.06398 0.1 -0.2 0.0
H 10.64422 -19.02547 18.63513 -0.1 -0.1 0.4
H 9.80334 -19.32133 17.14501 -0.1 0.3 0.0
H 6.64352 -18.07880 20.48745 0.4 0.0 -0.2
H 5.96792 -16.56645 20.88879 0.1 0.4 -0.3
H 4.57701 -17.56443 19.08922 0.2 -0.3 0.1
H 5.40996 -16.23112 18.37349 0.3 0.0 -0.1
H 6.06578 -17.85394 18.11280 -0.1 0.0 -0.1
H 10.10690 -16.32342 16.90726 -0.2 0.0 -0.1
H 8.57071 -15.56339 17.49333 0.0 -0.3 -0.1
H 11.29767 -14.24211 17.31603 0.1 0.3 0.1
H 9.67748 -13.67696 16.72858 0.3 0.0 -0.2
H 9.95546 -13.74982 18.44702 0.4 0.3 0.0


| no. | energy (Ha) |
| --- | --- |
| 1 | -591.33663 |
| 2 | -810.67252 |
| 3 | -796.83335 |
| 4 | -1105.45625 |
| 5 | -1104.72814 |
| 6 | -5896.18036 |